(1)
Molecular formula: C39H45N5P2Pb
Method: DFT, the ωB97M-V functional and the def2-TZVPD basis

The geometry in XYZ format:
```
92
Properties=species:S:1:pos:R:3:lowdin_charge:R:1
Pb 2.09 -0.82 3.52 1.3331
C 3.77 0.25 -0.04 -0.1064
C 2.58 0.78 0.24 -0.1409
C 1.25 0.40 -0.33 -0.2115
C 0.41 -0.75 0.30 -0.2215
C 1.09 -2.04 0.61 -0.1880
C 2.22 -2.51 0.06 -0.1043
C 2.90 -1.95 -1.13 -0.1908
C 4.04 -0.91 -0.94 -0.1734
C 2.78 -2.89 4.02 -0.3613
H 4.67 0.65 0.45 0.1083
H 2.52 1.55 1.01 0.0980
H 1.34 0.22 -1.41 0.0987
H 0.62 1.30 -0.22 0.0995
H -0.12 -0.36 1.19 0.0869
H -0.41 -0.96 -0.42 0.1048
H 0.59 -2.62 1.39 0.0919
H 2.73 -3.36 0.54 0.1096
H 2.16 -1.54 -1.83 0.1058
H 3.37 -2.81 -1.63 0.1172
H 4.94 -1.43 -0.58 0.0984
H 4.27 -0.52 -1.95 0.1233
H 3.84 -2.91 4.27 -0.0187
H 2.51 -3.63 3.25 -0.0214
H 2.17 -3.06 4.92 -0.0383
P -4.78 -0.57 -1.70 1.0599
P -3.55 2.19 -1.83 1.0348
N -4.47 -2.10 -2.50 -0.2867
N -6.46 -1.01 -1.25 -0.2560
N -2.37 2.28 -3.13 -0.2655
N -3.72 3.95 -1.67 -0.2761
C -5.19 0.41 -3.23 -0.3823
C -5.05 1.92 -2.92 -0.3917
C -3.21 -2.71 -2.39 -0.1522
C -3.13 -3.73 -3.32 -0.0971
C -4.38 -3.76 -4.04 -0.0821
C -5.17 -2.74 -3.52 -0.1301
C -6.81 -1.19 0.10 -0.1548
C -8.18 -1.37 0.19 -0.1004
C -8.71 -1.30 -1.14 -0.0869
C -7.64 -1.09 -2.00 -0.1588
C -1.05 1.85 -2.92 -0.1408
C -0.37 1.89 -4.13 -0.0882
C -1.30 2.35 -5.12 -0.0800
C -2.51 2.58 -4.48 -0.1593
C -3.78 4.96 -2.64 -0.1287
C -4.23 6.13 -2.03 -0.0865
C -4.47 5.83 -0.65 -0.1018
C -4.17 4.49 -0.45 -0.1625
H -6.20 0.20 -3.62 0.0634
H -4.48 0.12 -4.02 0.0879
H -5.03 2.51 -3.85 0.0661
H -5.92 2.27 -2.35 0.0890
H -2.51 -2.35 -1.66 0.0787
H -2.29 -4.37 -3.49 0.0859
H -4.64 -4.42 -4.84 0.0875
H -6.17 -2.44 -3.78 0.0862
H -6.04 -1.16 0.85 0.0896
H -8.74 -1.53 1.09 0.0872
H -9.75 -1.38 -1.42 0.0901
H -7.63 -0.99 -3.07 0.0823
H -0.74 1.57 -1.93 0.0671
H 0.66 1.63 -4.29 0.0893
H -1.11 2.49 -6.17 0.0918
H -3.44 2.94 -4.88 0.0901
H -3.48 4.78 -3.65 0.0839
H -4.38 7.08 -2.51 0.0870
H -4.85 6.51 0.10 0.0860
H -4.20 3.87 0.42 0.0878
C 8.62 -1.74 1.81 -0.1274
C 7.42 -2.37 1.47 -0.1125
C 6.19 -1.89 1.96 -0.0570
C 6.16 -0.77 2.83 -0.3235
C 7.38 -0.11 3.12 -0.0540
C 8.60 -0.60 2.63 -0.1009
N 4.95 -0.34 3.32 0.0013
C 4.84 0.26 4.55 -0.3743
C 5.66 -0.09 5.66 -0.0351
C 5.29 0.31 6.94 -0.0861
C 4.12 1.05 7.17 -0.1252
C 3.31 1.41 6.09 -0.1296
C 3.70 1.10 4.78 -0.2241
H 9.58 -2.12 1.42 0.0949
H 7.43 -3.24 0.81 0.0948
H 5.26 -2.38 1.72 0.0884
H 7.37 0.77 3.76 0.1049
H 9.53 -0.09 2.89 0.0975
H 6.55 -0.70 5.49 0.1103
H 5.93 0.03 7.78 0.1030
H 3.84 1.35 8.19 0.0983
H 2.37 1.93 6.26 0.1011
H 3.20 1.57 3.92 0.0531
```

Output
HOMO energy (hartree): -0.2337
Relative energy (zero: lowest compared OMol25 entry of this formula, charge and spin) (kcal/mol): 0.0
HOMO-LUMO gap (hartree): 0.20704
Molar mass (g/mol): 853.0
Net charge: 0

(2)
Molecular formula: C3H8OSi2
Method: DFT, the ωB97M-V functional and the def2-TZVPD basis

The geometry in XYZ format:
```
14
Properties=species:S:1:pos:R:3:nbo_charge:R:1
C 3.00 -0.65 0.30 -0.6846
C 1.82 0.19 0.31 0.0573
C 0.71 0.65 0.34 -0.5210
Si -0.86 1.69 -0.04 1.4408
O -2.06 0.61 0.19 -1.2639
Si -2.53 -0.85 -0.29 1.2640
H 3.80 -0.05 -0.18 0.2348
H 3.22 -0.94 1.27 0.2352
H 2.71 -1.46 -0.29 0.2384
H -1.14 2.61 0.97 -0.1883
H -0.73 1.91 -1.53 -0.1798
H -2.32 -1.19 -1.69 -0.2118
H -1.69 -1.62 0.63 -0.2086
H -3.93 -0.91 0.02 -0.2124
```

Output
HOMO energy (hartree): -0.3613
Relative energy (zero: lowest compared OMol25 entry of this formula, charge and spin) (kcal/mol): 0.0
HOMO-LUMO gap (hartree): 0.39129
Molar mass (g/mol): 116.3
SMILES: CC#C[SiH2]O[SiH3]
Net charge: 0